Density functional theory data (wB97M-V/def2-TZVPD) for a structure of composition C4H12ClO2.

Values from the calculation:
- charge = -1
- highest occupied orbital energy (eV) = -4.167
- strongest force on any atom (Eh/bohr) = 0.157
- frontier orbital gap (eV) = 8.17
- energy relative to the best compared isomer or geometry (same formula, charge and spin) (kcal/mol) = 131.0
- LUMO (eV) = 4.002
- molar mass (u) = 127.6
- multiplicity = 1
- energy (eV) = -20956.81410

Atoms and positions in Å:
Cl -1.66916 1.84195 -0.06095
C 1.04284 0.30395 1.56205
C 1.37584 1.30995 0.51105
O 0.62284 1.27795 -0.65895
H 1.73984 0.48195 2.46205
H 1.35384 -0.77405 1.05505
H -0.05116 0.36695 1.84605
H 2.36884 1.71795 0.28605
H 1.05484 2.15395 1.01105
H -0.41116 1.10295 -0.44395
C -0.32016 -1.95005 -0.58095
C -0.86016 -0.74505 -1.36395
O -2.17616 -0.40705 -0.77595
H 0.70184 -2.05305 -0.85795
H -0.95416 -2.80405 -0.65995
H -0.35616 -1.60105 0.54305
H -1.13116 -0.87205 -2.29595
H -0.31116 0.14095 -1.12195
H -2.02016 0.50795 -0.45595

Atomic forces in eV per Å
Cl -2.59 7.07 2.93
C 2.23 -3.43 -0.28
C -0.86 1.68 -0.62
O 3.17 -0.49 -0.44
H -1.20 -0.36 -1.12
H -1.05 2.33 1.90
H 1.36 -0.26 -0.40
H 0.64 -1.52 -0.02
H -1.07 2.75 1.36
H 2.74 1.88 0.59
C -0.63 2.60 1.86
C -2.45 -0.31 5.90
O -0.20 -3.99 -1.31
H 1.00 -0.85 -0.14
H -0.17 -0.81 -0.32
H 0.05 -0.93 -2.22
H -0.26 -1.06 -5.20
H 0.76 -2.20 -2.04
H -1.47 -2.09 -0.41

Density functional theory data (wB97M-V/def2-TZVPD) for a structure of composition C4H12ClO2.

Values from the calculation:
- charge = -1
- highest occupied orbital energy (eV) = -4.249
- strongest force on any atom (Eh/bohr) = 0.273
- frontier orbital gap (eV) = 7.86
- energy relative to the best compared isomer or geometry (same formula, charge and spin) (kcal/mol) = 151.0
- LUMO (eV) = 3.608
- molar mass (u) = 127.6
- multiplicity = 1
- energy (eV) = -20955.94886

Atoms and positions in Å:
Cl 0.24653 0.12874 0.81479
C -1.32047 4.28774 1.90979
C -0.92747 3.03674 0.97279
O 0.07453 2.33274 1.42779
H -0.42147 4.87074 2.00479
H -1.54847 3.89574 2.68679
H -2.36547 4.71874 1.16779
H -0.97047 3.24274 -0.18321
H -1.84947 2.42274 0.77179
H -0.08447 1.39274 1.18479
C 1.01553 -4.26426 -1.98921
C 1.05253 -2.87226 -1.31621
O 0.57653 -2.82826 0.00279
H -0.12147 -4.76226 -1.87221
H 1.85853 -4.84626 -1.60921
H 1.28053 -4.08226 -2.95721
H 0.77453 -2.13626 -1.90421
H 2.04853 -2.51326 -1.26521
H 0.68153 -2.02426 0.15279

Atomic forces in eV per Å
Cl 1.19 -7.91 -2.32
C 0.42 2.92 -13.73
C -3.64 1.73 -2.23
O 1.63 5.16 2.39
H -0.11 0.94 -0.20
H -3.41 -4.37 9.84
H 3.28 -0.54 2.84
H 1.37 1.05 1.21
H -0.15 -0.18 1.47
H -0.48 1.34 0.67
C -2.76 0.00 3.27
C 1.91 -4.11 2.12
O -1.73 -11.53 -2.98
H 3.36 1.12 -0.37
H -0.67 -0.53 0.43
H 0.14 0.21 -3.05
H -3.25 3.43 -2.96
H 2.10 -0.46 0.12
H 0.81 11.72 3.47

Density functional theory data (wB97M-V/def2-TZVPD) for a cluster of 2 separate species, C4H12FNO3S2 in total.

Values from the calculation:
- highest occupied orbital energy (eV) = -10.072
- strongest force on any atom (Eh/bohr) = 0.086
- structure (SMILES) = CCCN(S)S(=O)(=O)F.CO
- frontier orbital gap (eV) = 10.47
- LUMO (eV) = 0.394
- molar mass (u) = 205.3
- multiplicity = 1
- energy (eV) = -36360.71123

Atoms and positions in Å:
C -0.40704 0.20403 -0.61275
C 0.19706 -1.25578 -0.77879
C 1.44112 -1.51483 0.16830
N 2.12012 -0.27684 0.64153
S 2.92145 -0.45895 2.16715
S 3.12884 0.40045 -0.54744
O 4.52795 -0.06721 -0.48787
O 2.58669 0.30152 -1.91293
F 3.15581 2.00407 -0.16702
H -1.52096 0.11136 -0.80376
H -0.25277 0.62657 0.40388
H 0.01017 0.82607 -1.43822
H -0.59005 -1.99309 -0.47005
H 0.43085 -1.49224 -1.84819
H 1.03356 -2.00827 1.08865
H 2.12190 -2.26557 -0.30447
H 4.19965 -0.95120 1.93589
C -4.32701 1.64189 0.46142
O -3.41536 0.58110 0.19549
H -4.03841 2.50502 -0.13553
H -5.34188 1.33985 0.19045
H -4.29144 1.90857 1.52076
H -3.69026 -0.16651 0.73351

Atomic forces in eV per Å
C -0.80 -1.20 -1.13
C -0.13 0.32 0.56
C -1.42 -1.22 -0.65
N 1.62 -0.02 -0.78
S 0.41 0.41 0.51
S 2.62 0.02 -3.55
O -2.91 1.15 1.11
O -0.09 0.41 3.44
F -0.39 -2.56 -0.04
H 1.44 0.35 0.33
H -0.04 -0.22 -0.85
H -0.17 -0.10 1.00
H 0.74 0.52 -0.21
H -0.05 0.45 0.97
H 0.60 0.72 -0.64
H -0.16 0.78 0.41
H -1.03 0.15 -0.56
C -0.03 -0.26 0.11
O -0.17 0.09 0.03
H 0.06 -0.10 0.00
H -0.06 0.19 0.03
H -0.11 0.15 -0.04
H 0.07 -0.05 -0.04

Density functional theory data (wB97M-V/def2-TZVPD) for a structure of composition C4H12KO8P.

Values from the calculation:
- charge = -1
- highest occupied orbital energy (spin up / spin down) (eV) = -4.390 / -4.089
- strongest force on any atom (Eh/bohr) = 0.068
- <S²> = 0.763
- frontier orbital gap (spin up / spin down) (eV) = 5.80 / 5.50
- LUMO (spin up / spin down) (eV) = 1.405 / 1.407
- molar mass (u) = 258.2
- multiplicity = 2
- energy (eV) = -46338.05325

Atoms and positions in Å:
K -13.12182 11.25522 -7.73907
P -15.52096 9.09531 -7.94190
O -16.90275 8.50158 -8.12094
O -15.65035 10.64456 -8.14007
O -14.37520 8.58526 -8.84491
O -14.97743 8.89820 -6.35917
C -12.29982 6.89490 -10.51993
C -11.92842 8.29431 -10.98628
O -11.99967 9.19137 -9.90030
O -13.67410 6.73078 -10.59636
H -11.99504 6.66787 -9.49833
H -11.81243 6.12297 -11.11547
H -12.37462 8.78325 -11.85227
H -10.94596 8.19244 -11.44726
H -12.84388 8.91122 -9.53915
H -14.00680 7.42047 -10.01737
C -13.16963 14.70085 -5.94506
C -12.49737 15.14542 -4.62958
O -11.58758 16.09034 -4.94763
O -12.28341 13.95823 -6.77558
H -13.25923 15.50354 -6.67703
H -14.15695 14.25956 -5.80882
H -12.10063 14.21996 -4.21218
H -13.27657 15.54563 -3.98090
H -11.45959 16.11763 -5.89866
H -12.00522 14.66623 -7.36120

Atomic forces in eV per Å
K -0.46 -0.63 -0.28
P -1.05 0.76 0.20
O 1.27 -0.50 0.41
O 1.21 -0.53 1.17
O 0.08 0.05 0.38
O -0.70 0.87 -2.08
C -0.63 -0.20 -0.99
C 1.92 -0.04 -0.33
O 1.25 0.40 -0.45
O -0.26 -1.20 -0.85
H 0.57 0.65 0.30
H -0.03 -0.01 -0.44
H -1.42 -0.80 -0.07
H 1.07 0.37 0.86
H -1.42 0.43 1.30
H -1.33 0.53 0.94
C -0.45 0.83 -0.12
C -2.57 -1.73 -1.58
O 2.18 1.84 0.21
O 0.63 -1.04 -0.08
H -1.38 1.33 1.21
H 0.24 -0.53 -0.02
H 0.40 0.06 0.39
H 0.08 0.05 0.25
H 0.20 0.03 0.19
H 0.59 -0.98 -0.49

Density functional theory data (wB97M-V/def2-TZVPD) for a structure of composition C4H12LiO9P2.

Values from the calculation:
- charge = -1
- highest occupied orbital energy (eV) = -5.950
- strongest force on any atom (Eh/bohr) = 0.030
- frontier orbital gap (eV) = 8.70
- energy relative to the best compared isomer or geometry (same formula, charge and spin) (kcal/mol) = 0.0
- LUMO (eV) = 2.748
- molar mass (u) = 273.0
- multiplicity = 1
- energy (eV) = -41563.78648

Atoms and positions in Å:
Li 5.68463 -10.15432 -4.63026
C 4.30798 -12.22850 -3.65657
O 4.73676 -11.82901 -4.96753
C 3.79010 -12.16731 -5.95171
C 3.86676 -11.16500 -7.06935
O 5.08328 -11.25980 -7.80426
C 5.25502 -10.15700 -8.66329
H 3.39077 -11.71082 -3.37660
H 5.14108 -11.93453 -2.97881
H 4.13099 -13.33041 -3.65628
H 2.76343 -12.07465 -5.56205
H 3.98129 -13.21205 -6.30689
H 3.85174 -10.17175 -6.62577
H 2.98773 -11.28766 -7.72719
H 4.59990 -10.26221 -9.56939
H 6.33453 -10.14764 -8.96900
H 5.04451 -9.15060 -8.18638
O 3.45032 -7.16874 -5.37881
P 5.15538 -7.26745 -5.39093
O 5.74388 -6.12635 -6.11930
O 5.34950 -8.68422 -5.84278
O 5.27702 -7.16532 -3.73876
P 4.84160 -8.39593 -2.75031
O 3.37653 -8.83926 -3.33905
O 4.76750 -7.90524 -1.37707
O 5.79350 -9.54131 -3.00610
H 3.22895 -6.32924 -4.98614
H 3.15286 -8.16590 -4.04338

Atomic forces in eV per Å
Li -0.05 0.28 -0.89
C 0.87 -0.56 0.08
O -0.20 -0.07 0.74
C 0.03 -0.32 -0.77
C 0.27 0.23 -0.46
O -0.36 -0.15 0.42
C 0.43 0.98 -0.65
H 0.03 0.14 0.03
H -0.83 -0.33 -0.28
H 0.19 0.62 0.15
H 0.24 -0.22 0.12
H -0.25 0.63 0.23
H -0.33 0.21 0.10
H 0.20 -0.02 0.00
H 0.49 0.08 0.53
H -1.01 -0.06 0.13
H 0.16 -1.25 -0.22
O 0.81 -0.08 -0.64
P -1.44 -0.14 0.56
O -0.12 -0.28 0.70
O 0.49 -0.12 0.31
O 0.31 0.13 -1.37
P 0.20 -0.80 0.34
O 0.50 0.85 -0.31
O -0.33 0.58 0.69
O -0.06 -0.15 0.01
H -0.21 0.70 0.08
H -0.03 -0.87 0.38

Density functional theory data (wB97M-V/def2-TZVPD) for the molecule C4H12N2.

Values from the calculation:
- highest occupied orbital energy (eV) = -8.493
- strongest force on any atom (Eh/bohr) = 0.054
- structure (SMILES) = CN[C@@H](C)CN
- frontier orbital gap (eV) = 9.68
- energy relative to the best compared isomer or geometry (same formula, charge and spin) (kcal/mol) = 36.1
- LUMO (eV) = 1.182
- molar mass (u) = 88.2
- multiplicity = 1
- energy (eV) = -7321.46414

Atoms and positions in Å:
C -1.69862 -0.22400 1.37309
N -0.69529 -1.11808 0.70342
C -0.58593 0.17876 -1.35787
C 0.22549 -0.53292 -0.29433
C 1.19492 0.48098 0.34470
N 2.31457 0.68964 -0.53325
H -2.49614 -0.11400 0.59911
H -2.09541 -0.79391 2.22379
H -1.29844 0.80190 1.61116
H -1.18628 -1.88328 0.28534
H 0.01934 0.51312 -2.17786
H -0.95930 1.19014 -1.09995
H -1.48159 -0.43948 -1.64549
H 0.96213 -1.25527 -0.84231
H 0.64824 1.50253 0.44193
H 1.50768 0.12949 1.42952
H 2.54274 -0.13380 -1.00255
H 3.08191 1.00817 -0.05845

Atomic forces in eV per Å
C 0.28 -0.26 -2.01
N 1.50 0.12 0.85
C -1.15 0.59 -0.62
C 0.29 0.72 0.00
C -0.82 0.79 2.20
N -2.15 0.61 -0.81
H -0.01 0.49 0.94
H 0.18 0.62 -0.06
H -0.29 -1.33 0.04
H -0.23 -0.32 -0.16
H 0.39 -0.65 -0.97
H -0.18 -0.65 0.83
H 1.01 0.58 -0.19
H -1.82 0.30 1.32
H 0.81 -1.64 0.19
H -0.68 0.52 -1.97
H 0.61 -1.49 -0.82
H 2.26 1.02 1.25